No. 1
The following is a DFT calculation (ωB97M-V with the def2-TZVPD basis set) of 2 unconnected molecules or ions with the total composition C20H12N5O8S.

Element x y z (Å)
N1 -1.248 4.726 3.850
C1 -1.491 3.841 3.126
C2 -1.737 2.724 2.266
C3 -2.209 2.738 0.951
C4 -2.264 1.524 0.200
N2 -2.384 1.601 -1.225
O1 -2.568 2.714 -1.773
O2 -2.282 0.526 -1.875
C5 -1.998 0.269 0.785
C6 -1.602 0.271 2.111
N3 -1.376 -0.776 3.016
O3 -1.407 -1.993 2.930
O4 -1.131 -0.142 4.278
N4 -1.152 1.257 4.164
C7 -1.457 1.456 2.859
H1 -2.498 3.676 0.478
H2 -2.039 -0.666 0.235
C8 0.501 3.671 -3.511
C9 1.231 2.632 -4.096
C10 1.716 1.582 -3.310
C11 1.490 1.579 -1.929
S1 2.097 0.213 -0.908
C12 0.787 -0.912 -0.860
C13 0.892 -2.163 -0.241
C14 -0.236 -3.066 -0.308
C15 -0.189 -4.313 0.277
C16 0.970 -4.714 0.985
N5 1.023 -5.984 1.630
O5 2.067 -6.284 2.256
O6 0.039 -6.755 1.559
C17 2.087 -3.851 1.081
C18 2.063 -2.613 0.479
O7 3.220 -0.335 -1.636
O8 2.289 0.799 0.401
C19 0.791 2.636 -1.339
C20 0.250 3.648 -2.137
H3 0.112 4.491 -4.118
H4 1.418 2.633 -5.172
H5 2.275 0.764 -3.761
H6 -0.123 -0.608 -1.380
H7 -1.129 -2.721 -0.841
H8 -1.025 -5.009 0.223
H9 2.954 -4.194 1.641
H10 2.947 -1.983 0.571
H11 0.681 2.677 -0.256
H12 -0.355 4.432 -1.676

Values from the calculation:
charge: -1
orbital gap: 3.6640 eV
HOMO: -3.93 eV
energy above the lowest of the compared OMol25 structures with the same formula, charge and spin: 0.0 kJ/mol

=====

No. 2
The following is a DFT calculation (ωB97M-V with the def2-TZVPD basis set) of a molecular structure, C20H58N5O8Sr.

Element x y z (Å)
Sr1 1.548 0.488 0.644
O1 5.640 -0.905 0.342
H1 6.190 -1.526 -0.174
O2 3.252 2.212 4.246
H2 3.479 1.897 5.143
O3 3.210 4.115 -1.021
H3 2.569 4.705 -1.463
C1 4.098 -5.742 5.998
C2 4.734 -5.331 4.649
C3 4.680 -6.449 3.519
O4 3.499 -7.192 3.642
C4 3.293 -8.061 2.467
N1 4.099 -4.155 4.098
H4 4.186 -4.993 6.784
H5 4.662 -6.634 6.270
H6 3.093 -6.163 6.047
H7 5.803 -5.231 4.839
H8 5.462 -7.181 3.715
H9 4.730 -6.072 2.497
H10 4.172 -8.699 2.381
H11 3.154 -7.441 1.581
H12 2.414 -8.706 2.444
H13 4.104 -3.331 4.681
H14 4.596 -3.764 3.310
C5 4.477 -1.691 -5.970
C6 2.968 -1.328 -5.772
C7 1.958 -2.412 -6.066
O5 0.579 -1.856 -6.066
C8 -0.353 -2.917 -6.167
N2 2.914 -0.865 -4.439
H15 4.930 -1.893 -6.940
H16 4.796 -2.558 -5.391
H17 5.058 -0.838 -5.620
H18 2.663 -0.434 -6.317
H19 2.035 -3.070 -5.200
H20 2.312 -2.971 -6.932
H21 -1.198 -2.710 -5.510
H22 0.080 -3.912 -6.065
H23 -0.770 -2.771 -7.163
H24 2.992 0.142 -4.449
H25 3.739 -1.076 -3.896
C9 -4.405 2.754 -2.170
C10 -3.576 2.460 -3.392
C11 -3.678 3.381 -4.642
O6 -2.975 4.629 -4.295
C12 -3.251 5.665 -5.244
N3 -2.157 2.417 -3.011
H26 -5.490 2.801 -2.267
H27 -4.123 3.653 -1.623
H28 -4.452 2.002 -1.383
H29 -3.960 1.512 -3.769
H30 -4.731 3.477 -4.907
H31 -3.115 2.900 -5.442
H32 -4.324 5.747 -5.416
H33 -2.744 5.596 -6.206
H34 -3.087 6.702 -4.950
H35 -1.801 2.000 -3.859
H36 -1.911 3.384 -3.171
C13 -1.306 8.132 2.676
C14 -1.557 6.871 3.536
C15 -3.128 6.846 3.803
O7 -3.544 7.885 4.710
C16 -4.948 7.830 5.065
N4 -1.094 5.723 2.742
H37 -1.718 8.997 3.195
H38 -1.794 8.075 1.703
H39 -0.253 8.353 2.499
H40 -0.990 6.955 4.463
H41 -3.370 5.846 4.162
H42 -3.623 6.927 2.836
H43 -4.986 7.092 5.866
H44 -5.640 7.447 4.316
H45 -5.224 8.767 5.548
H46 -0.584 6.074 1.944
H47 -0.449 5.241 3.351
C17 -2.364 -5.056 0.200
C18 -1.799 -3.622 0.429
C19 -2.382 -3.027 1.715
O8 -1.768 -1.821 2.100
C20 -1.905 -1.407 3.440
N5 -0.376 -3.637 0.552
H48 -1.950 -5.403 -0.747
H49 -3.430 -5.120 -0.020
H50 -2.127 -5.851 0.907
H51 -2.261 -2.974 -0.316
H52 -2.118 -3.817 2.418
H53 -3.444 -2.907 1.498
H54 -2.919 -1.699 3.715
H55 -1.828 -0.320 3.446
H56 -1.201 -1.962 4.059
H57 -0.006 -4.246 -0.165
H58 0.018 -3.949 1.428

Values from the calculation:
charge: -1
orbital gap: 3.8367 eV
HOMO: -3.56 eV

=====

No. 3
The following is a DFT calculation (ωB97M-V with the def2-TZVPD basis set) of a molecular structure, C18H55AsF6O9.

Element x y z (Å)
O1 2.284 2.732 -1.192
H1 1.675 3.415 -0.902
H2 2.638 2.193 -0.481
H3 1.856 2.133 -1.808
As1 -0.183 -0.408 0.481
F1 -1.035 0.780 1.525
F2 0.459 1.000 -0.514
F3 0.679 -1.576 -0.605
F4 -0.709 -1.793 1.516
F5 -1.757 -0.514 -0.424
F6 1.266 -0.225 1.548
C1 -1.281 -3.170 -2.774
C2 -0.297 -4.305 -2.494
C3 -0.075 -5.137 -3.708
O2 0.956 -3.797 -2.239
H4 -2.264 -3.591 -2.985
H5 -1.014 -2.532 -3.617
H6 -1.407 -2.682 -1.808
H7 -0.663 -4.753 -1.570
H8 0.684 -5.919 -3.699
H9 0.198 -4.552 -4.586
H10 -0.971 -5.696 -3.976
H11 0.869 -3.014 -1.692
C4 1.145 -5.084 1.247
C5 -0.120 -5.540 1.968
C6 -1.331 -5.717 1.098
O3 0.087 -6.816 2.558
H12 1.075 -4.099 0.785
H13 1.380 -5.741 0.410
H14 2.007 -5.039 1.913
H15 -0.208 -4.789 2.753
H16 -1.522 -4.818 0.513
H17 -2.167 -5.865 1.781
H18 -1.266 -6.565 0.415
H19 0.726 -6.518 3.209
C7 3.114 -1.051 -4.215
C8 2.989 -0.477 -2.726
C9 4.136 -0.939 -1.773
O4 3.132 0.832 -2.906
H20 2.235 -0.748 -4.784
H21 3.136 -2.141 -4.221
H22 3.995 -0.668 -4.730
H23 2.036 -0.830 -2.332
H24 3.977 -0.651 -0.734
H25 5.088 -0.509 -2.082
H26 4.109 -2.027 -1.833
H27 4.029 0.916 -3.240
C10 -0.728 3.877 -0.088
C11 -0.061 5.207 -0.481
C12 -0.411 6.270 0.491
O5 1.350 5.156 -0.607
H28 -0.223 3.542 0.818
H29 -0.463 3.142 -0.849
H30 -1.807 3.935 0.052
H31 -0.526 5.454 -1.435
H32 -1.354 5.976 0.951
H33 -0.675 7.241 0.073
H34 0.397 6.393 1.212
H35 1.640 6.070 -0.669
C13 -3.764 4.694 3.716
C14 -4.506 3.615 2.994
C15 -3.480 2.697 2.175
O6 -5.033 2.682 3.983
H36 -4.529 5.245 4.264
H37 -3.374 5.417 3.000
H38 -3.005 4.409 4.445
H39 -5.249 4.000 2.295
H40 -3.053 3.289 1.365
H41 -3.922 1.797 1.748
H42 -2.592 2.360 2.709
H43 -4.263 2.272 4.384
C16 -2.090 0.292 -4.042
O7 -2.129 1.560 -3.469
H44 -1.143 0.223 -4.577
H45 -2.020 -0.410 -3.211
H46 -2.857 0.014 -4.765
H47 -2.844 2.102 -3.809
C17 4.313 2.175 2.190
O8 3.298 1.780 1.253
H48 4.819 3.089 1.879
H49 3.914 2.365 3.187
H50 5.007 1.343 2.309
H51 2.778 1.061 1.618
C18 -0.587 -0.698 4.876
O9 -1.880 -0.308 4.406
H52 -0.677 -0.571 5.955
H53 -0.372 -1.742 4.648
H54 0.313 -0.235 4.472
H55 -1.903 -0.491 3.464

Values from the calculation:
orbital gap: 9.3196 eV
HOMO: -9.50 eV
energy above the lowest of the compared OMol25 structures with the same formula, charge and spin: 0.0 kJ/mol

=====

No. 4
The following is a DFT calculation (ωB97M-V with the def2-TZVPD basis set) of a molecular structure, C18H23Cl2N6O5OsP.

Element x y z (Å)
Os1 -0.386 -1.241 0.325
C1 3.854 1.489 -1.975
N1 2.750 0.534 -1.838
C2 2.359 -0.360 -2.799
C3 1.336 -1.085 -2.272
N2 1.101 -0.629 -1.001
C4 1.969 0.356 -0.761
P1 2.150 1.197 0.850
C5 2.137 -0.347 1.821
N3 1.207 -1.292 1.670
C6 1.491 -2.307 2.549
C7 2.611 -1.956 3.238
N4 3.006 -0.729 2.768
C8 4.180 0.015 3.231
C9 0.381 1.531 1.122
N5 -0.592 0.627 1.006
C10 -1.774 1.206 1.376
C11 -1.503 2.496 1.721
N6 -0.158 2.685 1.559
C12 0.560 3.932 1.839
H1 4.161 1.506 -3.016
H2 3.524 2.484 -1.687
H3 4.697 1.180 -1.360
H4 2.836 -0.406 -3.763
H5 0.755 -1.875 -2.715
H6 0.862 -3.178 2.646
H7 3.150 -2.468 4.015
H8 4.663 -0.565 4.011
H9 4.880 0.159 2.412
H10 3.878 0.976 3.641
H11 -2.704 0.662 1.376
H12 -2.151 3.280 2.072
H13 -0.162 4.670 2.171
H14 1.293 3.775 2.627
H15 1.050 4.294 0.938
C13 -3.834 0.748 -2.312
C14 -2.456 0.142 -2.555
C15 -2.127 0.060 -4.045
O1 -1.446 0.875 -1.854
C16 -2.467 -1.280 -2.012
O2 -3.265 -2.104 -2.313
O3 -1.459 -1.650 -1.134
H16 -3.869 1.752 -2.740
H17 -4.052 0.805 -1.245
H18 -4.604 0.147 -2.792
H19 -2.166 1.060 -4.477
H20 -2.848 -0.570 -4.563
H21 -1.126 -0.344 -4.197
H22 -1.614 1.808 -2.029
Cl1 -4.446 -1.898 1.450
C17 -3.382 -3.303 1.208
Cl2 -4.084 -4.783 1.804
C18 -2.008 -3.060 1.837
O4 -1.318 -3.869 2.363
O5 -1.588 -1.756 1.677
H23 -3.247 -3.393 0.130

Values from the calculation:
charge: +2
orbital gap (spin up / spin down): 7.0285 / 7.0810 eV
HOMO (spin up / spin down): -15.35 / -15.32 eV
energy above the lowest of the compared OMol25 structures with the same formula, charge and spin: 103.4 kJ/mol

=====

No. 5
The following is a DFT calculation (ωB97M-V with the def2-TZVPD basis set) of a molecular structure, C14H16Br2CuN2OS.

Element x y z (Å)
C1 -2.543 -0.229 2.278
O1 -2.440 1.160 1.804
C2 -2.910 1.314 0.416
C3 -1.614 0.983 -0.582
C4 -0.648 2.280 -0.853
C5 0.835 1.861 -1.503
C6 1.585 0.951 -0.359
C7 1.805 1.683 1.128
C8 2.512 0.833 2.381
C9 2.951 -0.719 2.037
N1 3.591 -1.517 3.153
S1 3.897 -3.050 2.300
N2 3.296 -2.837 0.636
C10 2.771 -1.418 0.564
C11 2.072 -0.580 -0.687
C12 1.935 -1.365 -2.121
Br1 3.587 -1.443 -3.312
C13 0.728 -2.064 -2.641
C14 -0.666 -2.097 -1.767
Br2 0.664 -3.066 -4.417
H1 -2.088 -0.363 3.371
H2 -1.933 -0.995 1.602
H3 -3.668 -0.621 2.371
H4 -3.668 0.412 0.226
H5 -3.408 2.345 0.174
H6 -1.053 0.087 -0.075
H7 -2.098 0.703 -1.633
H8 -0.520 2.979 0.106
H9 -1.140 2.986 -1.682
H10 1.459 2.852 -1.629
H11 0.707 1.253 -2.496
H12 1.467 2.776 1.375
H13 2.657 1.328 3.432
H14 -1.178 -3.148 -2.001
H15 -1.403 -1.286 -2.198
H16 -0.511 -2.013 -0.607
Cu1 -5.029 0.026 1.208

Values from the calculation:
charge: +2
orbital gap (spin up / spin down): 6.1456 / 4.7890 eV
HOMO (spin up / spin down): -14.34 / -14.34 eV
multiplicity: 2

=====

No. 6
The following is a DFT calculation (ωB97M-V with the def2-TZVPD basis set) of 10 unconnected molecules or ions with the total composition C25H53N15O5.

Element x y z (Å)
C1 -0.574 -0.144 -0.547
O1 -0.285 0.862 -1.147
N1 -0.421 -0.247 0.717
N2 -0.931 -1.276 -1.059
H1 -0.104 0.571 1.217
H2 -0.963 -0.954 1.192
H3 -0.964 -1.339 -2.066
H4 -1.236 -2.100 -0.560
C2 3.956 3.857 -2.811
O2 4.451 4.793 -3.470
N3 3.389 2.886 -3.395
N4 3.567 3.855 -1.532
H5 3.706 2.745 -4.343
H6 2.888 2.228 -2.816
H7 3.070 3.043 -1.196
H8 3.857 4.592 -0.905
C3 -1.588 -2.794 5.062
O3 -1.982 -2.970 3.943
N5 -1.178 -1.646 5.578
N6 -1.352 -3.759 5.887
H9 -1.255 -0.831 4.987
H10 -0.726 -1.640 6.481
H11 -1.618 -4.715 5.699
H12 -1.148 -3.544 6.853
C4 -2.592 -6.407 -0.736
O4 -2.978 -7.130 -1.666
N7 -1.416 -5.806 -0.669
N8 -3.432 -5.921 0.136
H13 -1.074 -5.452 0.213
H14 -0.872 -6.016 -1.494
H15 -4.410 -6.139 0.008
H16 -3.112 -5.351 0.905
C5 -1.737 5.452 -4.834
O5 -1.734 4.379 -5.390
N9 -2.162 6.540 -5.388
N10 -1.190 5.692 -3.681
H17 -2.556 6.471 -6.315
H18 -1.965 7.373 -4.852
H19 -0.730 4.940 -3.189
H20 -1.269 6.642 -3.348
C6 4.734 -1.541 4.178
C7 5.466 -2.768 4.777
C8 4.387 -3.816 5.077
C9 3.708 -4.364 3.895
N11 3.216 -4.825 2.930
H21 5.345 -0.689 3.879
H22 4.115 -1.110 4.964
H23 3.995 -1.742 3.403
H24 5.904 -2.459 5.726
H25 6.147 -3.136 4.010
H26 3.584 -3.432 5.707
H27 4.818 -4.612 5.684
C10 7.014 -3.296 -2.363
C11 5.711 -2.464 -2.466
C12 5.353 -1.637 -1.191
C13 6.495 -0.788 -0.881
N12 7.374 -0.075 -0.607
H28 7.263 -3.833 -3.279
H29 6.979 -4.066 -1.592
H30 7.900 -2.686 -2.186
H31 4.881 -3.133 -2.694
H32 5.796 -1.829 -3.347
H33 5.320 -2.389 -0.403
H34 4.397 -1.127 -1.311
C14 -1.247 7.831 4.238
C15 -1.541 7.209 2.921
C16 -0.344 6.498 2.320
C17 0.000 5.229 3.023
N13 0.305 4.226 3.563
H35 -2.110 8.347 4.658
H36 -0.396 8.512 4.217
H37 -0.883 7.136 4.994
H38 -1.862 7.947 2.186
H39 -2.279 6.413 3.020
H40 0.554 7.114 2.330
H41 -0.379 6.207 1.270
C18 -8.776 -0.148 0.275
C19 -7.320 -0.298 -0.251
C20 -6.273 -0.686 0.812
C21 -6.139 0.304 1.916
N14 -5.995 1.111 2.768
H42 -9.265 -1.117 0.375
H43 -9.391 0.447 -0.401
H44 -8.973 0.385 1.205
H45 -7.118 0.696 -0.650
H46 -7.339 -0.994 -1.089
H47 -5.339 -0.609 0.255
H48 -6.501 -1.645 1.277
N15 -1.107 -0.773 -6.049
C22 -2.209 -1.589 -5.857
C23 -1.733 -2.891 -5.713
C24 -0.364 -2.855 -5.851
C25 0.015 -1.556 -6.088
H49 -1.124 0.236 -6.100
H50 -3.141 -1.089 -5.639
H51 -2.239 -3.812 -5.465
H52 0.320 -3.677 -5.700
H53 0.960 -1.037 -6.151

Values from the calculation:
structure (SMILES): c1cc[nH]c1.NC(N)=O.NC(N)=O.NC(N)=O.NC(N)=O.NC(N)=O.CCCC#N.CCCC#N.CCCC#N.CCCC#N
orbital gap: 8.0123 eV
HOMO: -8.06 eV
energy above the lowest of the compared OMol25 structures with the same formula, charge and spin: 111.1 kJ/mol

=====

No. 7
The following is a DFT calculation (ωB97M-V with the def2-TZVPD basis set) of a molecular structure, C30H37BrCoN7OS.

Element x y z (Å)
Co1 0.141 -0.180 -0.307
O1 2.990 1.194 5.025
C1 2.430 1.116 3.772
C2 3.113 0.651 2.657
C3 2.434 0.588 1.453
N1 1.156 0.948 1.301
C4 0.552 1.453 2.361
Br1 -1.191 2.164 2.169
C5 1.121 1.548 3.625
H1 3.878 0.850 5.013
H2 4.149 0.336 2.717
H3 2.917 0.201 0.564
H4 0.572 1.954 4.461
C6 1.246 -4.025 -1.679
N2 1.193 -3.095 -2.769
C7 0.338 -3.503 -3.865
C8 -0.037 -2.183 -4.565
N3 0.714 -1.174 -3.817
C9 0.818 -1.709 -2.458
S1 2.032 -0.806 -1.432
H5 1.781 -4.931 -1.984
H6 0.248 -4.336 -1.320
H7 1.792 -3.568 -0.851
H8 -0.571 -4.013 -3.503
H9 0.860 -4.202 -4.528
H10 -1.122 -2.031 -4.512
H11 0.250 -2.177 -5.620
H12 0.219 -0.289 -3.783
C10 -4.687 -1.767 1.814
C11 -4.104 -0.513 1.195
N4 -2.771 -0.802 0.720
C12 -1.878 -1.465 1.511
N5 -0.623 -1.277 1.300
C13 0.360 -2.044 2.043
C14 -0.203 -3.348 2.576
C15 -1.478 -3.035 3.332
N6 -2.400 -2.345 2.453
C16 -3.765 -2.233 2.921
H13 -4.763 -2.541 1.047
H14 -5.683 -1.580 2.221
H15 -4.108 0.297 1.942
H16 -4.705 -0.173 0.353
H17 -2.310 -0.153 0.050
H18 0.736 -1.442 2.886
H19 1.213 -2.217 1.380
H20 0.516 -3.849 3.228
H21 -0.433 -4.018 1.743
H22 -1.247 -2.427 4.222
H23 -1.977 -3.945 3.681
H24 -3.828 -1.535 3.772
H25 -4.071 -3.215 3.296
N7 -1.135 1.136 -0.956
C17 -1.460 1.953 -1.837
C18 -0.676 3.253 -2.004
C19 0.707 3.219 -1.842
C20 1.452 4.388 -1.887
C21 0.825 5.617 -2.077
C22 -0.553 5.662 -2.235
C23 -1.293 4.484 -2.209
C24 -2.568 1.723 -2.877
C25 -3.572 0.798 -2.624
C26 -4.528 0.485 -3.578
C27 -4.490 1.088 -4.831
C28 -3.483 2.000 -5.109
C29 -2.537 2.316 -4.137
H26 1.182 2.255 -1.680
H27 2.529 4.341 -1.772
H28 1.409 6.530 -2.105
H29 -1.053 6.613 -2.378
H30 -2.370 4.520 -2.336
H31 -3.566 0.294 -1.670
H32 -5.296 -0.245 -3.349
H33 -5.228 0.838 -5.583
H34 -3.425 2.466 -6.086
H35 -1.750 3.025 -4.369
C30 -0.442 -1.517 -1.616
H36 -1.303 -1.159 -2.194
H37 -0.726 -2.416 -1.056

Values from the calculation:
charge: -1
orbital gap (spin up / spin down): 5.3617 / 4.9629 eV
HOMO (spin up / spin down): -3.17 / -2.77 eV
energy above the lowest of the compared OMol25 structures with the same formula, charge and spin: 63.8 kJ/mol
multiplicity: 2

=====

Number 1: E -2042.913726 hartree. Number 2: E -1702.727666 hartree. Number 3: E -4230.888019 hartree. Number 4: E -2756.362814 hartree. Number 5: E -7913.306256 hartree. Number 6: E -2181.933325 hartree. Number 7: E -5978.899749 hartree.